No. 1
# C2H3ClFI

C2H3ClFI as an isolated structure at a distorted geometry (wB97M-V/def2-TZVPD, the Open Molecules 2025 dataset).

Summary:
* Kohn-Sham gap (spin up / spin down): 7.31 / 7.32 eV
* relative energy (zero: lowest compared OMol25 entry of this formula, charge and spin): 3.087 eV
* E_LUMO (spin up / spin down): -2.44 / -2.44 eV
* maximum force: 0.06248 Eh/bohr

The geometry in ORCA input format:
```
! wB97M-V def2-TZVPD RIJCOSX def2/J DEFGRID3
* xyz 0 1
I -2.529 0.021 0.352
Cl 0.805 -1.973 0.116
F 1.955 0.969 0.056
C -0.402 0.419 0.357
C 0.144 -0.621 -0.503
H -0.297 1.490 0.000
H 0.188 0.294 1.264
H 0.137 -0.598 -1.643
*
```



No. 2
# C30H84N3O18STi

C30H84N3O18STi as an isolated structure at a distorted geometry (wB97M-V/def2-TZVPD, the Open Molecules 2025 dataset).

Summary:
* Kohn-Sham gap: 7.29 eV
* E_LUMO: -3.82 eV
* maximum force: 0.10590 Eh/bohr

The geometry in ORCA input format:
```
! wB97M-V def2-TZVPD RIJCOSX def2/J DEFGRID3
* xyz 1 1
Ti -0.481 -0.244 0.733
S 0.971 -1.879 -0.753
O 1.104 -0.474 1.981
O 1.596 -2.216 -4.717
O -0.201 -2.101 0.269
O 1.755 2.169 -3.542
O 4.911 -0.846 2.838
O 2.163 -2.377 -0.025
O -1.928 -0.221 -0.698
O -1.480 -0.001 -3.287
O 1.212 -5.098 0.294
O 0.979 -0.450 -0.682
O -0.473 2.169 -1.336
O -0.954 1.209 1.663
O 0.497 -2.401 -2.005
O 4.700 -2.723 0.838
O -1.504 -1.717 2.361
O 2.590 1.422 1.079
O -1.104 -4.352 1.823
O -1.810 -2.827 -3.544
N -1.639 1.462 2.872
N 4.262 0.052 -0.283
N -3.908 2.678 -1.608
C 0.856 -2.164 -5.925
C -2.063 -1.760 3.698
C 4.563 -4.154 1.106
C -2.223 -4.944 1.118
C 1.826 -6.189 -0.306
C -3.660 2.346 4.041
C 4.966 -1.465 4.092
C -0.278 3.543 -1.077
C 0.472 1.529 4.181
C 1.563 -1.353 2.996
C 3.407 2.039 1.999
C -1.805 -3.860 -4.537
C -0.700 2.342 3.711
C 4.519 -0.604 -1.193
C -3.890 0.680 2.288
C -5.533 4.299 -2.772
C 1.935 0.746 -3.618
C -6.171 5.332 -1.750
C 5.897 0.312 -3.805
C -2.818 3.281 4.907
C -1.433 2.691 5.082
C -3.144 3.047 1.612
C -3.085 1.917 2.631
C -0.228 3.494 2.845
C 5.034 -1.589 -2.259
C -1.470 1.185 -4.078
C -5.141 6.360 -1.265
C -3.077 -1.037 -0.875
C -4.608 3.366 -2.161
C 5.173 -1.015 -3.694
H -2.876 -1.798 -1.636
H 0.608 4.108 3.253
H -1.027 3.882 -0.381
H -6.987 5.831 -2.198
H 2.906 2.838 2.546
H 2.083 -2.255 2.605
H 5.259 -4.535 1.868
H -2.587 -4.314 0.306
H -2.452 1.274 -4.549
H 2.876 -6.168 -0.037
H 5.998 -1.879 -1.896
H -6.579 4.755 -0.928
H -4.676 6.914 -2.040
H 0.951 2.108 4.948
H 5.758 -1.770 -4.212
H -4.686 2.733 3.997
H 0.994 0.272 -3.360
H 4.389 -0.862 4.810
H 6.939 0.341 -3.460
H 0.776 3.837 -0.790
H -4.861 0.754 2.802
H -3.831 1.399 4.659
H 4.162 2.475 1.376
H 1.222 1.373 3.411
H 0.273 -3.077 -6.053
H -5.564 6.986 -0.455
H 1.389 -4.279 -0.116
H -3.283 -1.552 0.094
H 2.628 2.569 -3.429
H 5.889 0.666 -4.828
H 1.860 0.052 1.524
H 0.164 3.212 1.855
H 4.310 -2.399 -2.307
H -1.548 -0.820 -3.829
H -2.646 -4.562 -4.326
H -3.929 -0.457 -1.195
H -2.539 2.730 0.756
H -1.332 2.011 -3.393
H 1.150 -2.133 -3.834
H -0.321 -4.566 1.269
H -2.786 4.011 1.933
H -0.542 4.026 -1.998
H -1.450 1.827 5.758
H 2.237 0.380 -4.601
H 4.855 -4.641 0.203
H -1.127 -2.642 2.157
H 4.989 -1.436 2.081
H 3.230 0.908 0.550
H 2.207 -0.776 3.713
H 3.817 -2.428 0.564
H 0.147 -1.342 -5.858
H -2.192 -0.727 3.933
H -3.392 3.462 5.834
H 1.352 -7.141 -0.108
H -2.942 -2.391 3.659
H -4.095 0.610 1.223
H 4.654 -2.549 4.067
H 0.136 0.541 4.563
H 3.932 1.447 2.725
H -0.686 1.178 -4.779
H 2.631 0.374 -2.885
H -0.879 -4.412 -4.479
H -4.341 5.764 -0.753
H 0.694 -1.725 3.569
H 6.019 -1.328 4.451
H -2.973 -5.237 1.800
H -6.309 3.658 -3.215
H -0.933 -2.861 -3.161
H 1.788 -6.075 -1.423
H 5.335 1.030 -3.163
H -2.739 4.261 4.431
H -1.725 0.158 -1.599
H -1.374 -2.143 4.446
H -1.886 -5.839 0.611
H 3.564 -4.419 1.396
H 0.260 1.960 -1.883
H -3.333 -0.209 2.576
H -0.963 4.225 2.585
H -4.970 4.753 -3.574
H -1.954 -3.343 -5.488
H -4.130 3.337 1.217
H 4.182 -0.951 -4.082
H 1.547 -2.008 -6.709
H -0.860 3.420 5.619
*
```



No. 3
# C3H9N2O2

A 2-piece molecular cluster, C3H9N2O2 overall at a distorted geometry (wB97M-V/def2-TZVPD, the Open Molecules 2025 dataset).

Summary:
* Kohn-Sham gap (spin up / spin down): 8.12 / 8.12 eV
* relative energy (zero: lowest compared OMol25 entry of this formula, charge and spin): 6.163 eV
* E_LUMO (spin up / spin down): -4.83 / -4.83 eV
* maximum force: 0.09042 Eh/bohr

The geometry in ORCA input format:
```
! wB97M-V def2-TZVPD RIJCOSX def2/J DEFGRID3
* xyz 1 1
O 1.668 1.282 0.555
O 0.515 -0.459 -3.399
N -1.297 -1.070 -0.988
N 0.873 -0.709 -1.943
C 0.901 0.512 1.138
C 0.017 -0.888 -0.955
C -0.399 1.107 1.773
H -1.778 -0.938 -1.842
H 1.218 2.009 0.041
H -0.193 2.149 1.788
H -0.630 0.686 2.810
H 1.728 -0.200 -1.679
H 1.320 -0.441 1.380
H 1.370 -0.618 -3.818
H -1.860 -1.725 -0.465
H -1.228 0.926 1.171
*
```



No. 4
# C2H5NOS2

C2H5NOS2 as an isolated structure at a distorted geometry (wB97M-V/def2-TZVPD, the Open Molecules 2025 dataset).

Summary:
* Kohn-Sham gap: 8.36 eV
* relative energy (zero: lowest compared OMol25 entry of this formula, charge and spin): 8.748 eV
* E_LUMO: -0.57 eV
* maximum force: 0.11751 Eh/bohr

The geometry in ORCA input format:
```
! wB97M-V def2-TZVPD RIJCOSX def2/J DEFGRID3
* xyz 0 1
S -2.019 0.568 -0.106
S 2.102 0.543 1.224
O 0.151 -0.708 -0.919
N 0.315 -0.057 1.238
C -0.452 -1.201 -2.218
C -0.487 -0.034 -0.065
H 2.382 -1.005 0.557
H 0.016 0.819 1.736
H -0.571 -2.882 -2.270
H -1.707 -0.535 -2.331
H 0.779 -0.707 -3.198
*
```